113
Properties=species:S:1:pos:R:3:forces:R:3 method="wB97M-V/def2-TZVPD" e_tot_ha=-3817.3718 homo_ev=-6.74 de_lowest_ev=1.277 lumo_ev=0.51
Sn -0.33174 -1.05473 0.43440 0.03 0.19 0.12
C -3.66486 -0.96678 1.20151 -0.04 0.02 0.02
O -2.64949 -0.07284 0.74018 0.07 -0.26 0.00
C -3.00030 1.29836 0.88035 -0.08 0.06 0.03
C -2.37184 1.96282 2.08002 -0.08 0.10 0.01
O -0.98841 2.07651 1.83514 -0.02 0.08 -0.11
C -0.26538 2.86930 2.75806 0.02 -0.06 0.09
C 0.63118 2.02612 3.64023 -0.01 0.09 0.08
O 1.52343 1.32080 2.81848 0.00 0.02 -0.03
C 2.32133 0.40534 3.53422 0.00 0.01 0.02
H -4.57702 -0.81009 0.61947 -0.01 -0.02 0.01
H -3.86124 -0.81520 2.26527 0.00 0.02 0.02
H -3.30134 -1.97658 1.04449 0.01 -0.03 0.01
H -4.08984 1.37861 0.95183 0.03 0.00 -0.02
H -2.67218 1.81664 -0.02291 0.05 -0.01 0.01
H -2.57631 1.39841 2.99882 0.01 -0.01 -0.07
H -2.83162 2.95764 2.17832 0.04 0.01 0.03
H -0.94650 3.45015 3.39087 0.01 0.02 -0.01
H 0.34531 3.57156 2.18241 0.03 -0.05 0.00
H 0.03335 1.33283 4.24890 0.14 0.15 -0.08
H 1.17467 2.68825 4.33325 -0.01 0.00 -0.01
H 2.97485 0.92023 4.24998 -0.01 0.00 0.00
H 2.93440 -0.12388 2.80790 0.01 0.01 -0.03
H 1.70300 -0.31833 4.07808 -0.01 0.00 0.00
C 3.58187 4.66363 -4.38899 0.01 -0.01 0.01
S 3.56562 3.49858 -5.76814 -0.03 0.02 -0.03
C 1.78030 3.21286 -5.96245 0.03 0.03 0.04
C 1.22629 2.04166 -5.16328 -0.01 0.05 -0.01
C 1.40515 2.23599 -3.66528 -0.04 -0.08 -0.11
N 0.79138 1.17216 -2.86474 0.02 0.24 0.36
P 1.74327 -0.06324 -2.15667 -0.04 0.00 0.08
C 2.79158 -0.55888 -3.56548 -0.01 -0.06 -0.01
C 3.95624 0.08819 -3.96817 0.01 -0.01 -0.03
C 4.61990 -0.31615 -5.11699 0.02 0.01 0.01
C 4.12863 -1.37264 -5.87051 -0.01 -0.01 0.00
C 2.97678 -2.03596 -5.46853 0.01 0.01 0.01
C 2.31622 -1.63469 -4.31722 0.02 -0.01 -0.02
C 2.92161 0.84518 -1.09520 0.06 -0.03 -0.05
C 2.65036 2.12250 -0.61805 -0.03 0.00 0.01
C 3.51319 2.74061 0.27591 -0.01 0.02 0.01
C 4.65515 2.08627 0.70746 0.01 -0.01 0.02
C 4.92702 0.80261 0.25071 0.00 0.00 0.02
C 4.06351 0.18550 -0.63937 0.01 0.01 0.00
P -0.78642 1.26300 -2.15893 0.02 -0.44 -0.36
C -1.31229 2.94920 -2.62331 -0.01 0.02 0.15
C -1.87975 3.29664 -3.84676 -0.02 0.00 -0.01
C -2.21584 4.61578 -4.11070 0.00 0.01 -0.02
C -1.99144 5.60000 -3.15636 0.00 0.00 0.00
C -1.44137 5.26228 -1.92819 0.01 -0.02 -0.02
C -1.11148 3.94036 -1.66268 -0.01 0.04 0.03
C -1.79994 0.24668 -3.30185 -0.06 0.21 -0.04
C -3.13524 0.03538 -2.95732 0.05 0.00 -0.02
C -3.95299 -0.74830 -3.75307 -0.02 -0.02 -0.03
C -3.43964 -1.34581 -4.89730 -0.02 0.00 0.02
C -2.10991 -1.15352 -5.23858 0.03 0.00 0.00
C -1.29346 -0.35816 -4.44559 0.00 -0.04 0.00
H 4.61169 4.99482 -4.26759 0.01 0.00 -0.01
H 3.25245 4.20459 -3.45839 0.02 0.05 0.00
H 2.96225 5.53117 -4.61206 -0.01 0.01 0.00
H 1.61365 3.05532 -7.02810 0.03 -0.01 0.00
H 1.26759 4.13948 -5.69112 -0.01 0.02 -0.02
H 1.71362 1.11267 -5.47046 0.01 0.00 -0.01
H 0.15987 1.93784 -5.38752 0.02 0.02 -0.01
H 0.98938 3.20631 -3.37725 0.02 -0.01 0.01
H 2.47094 2.27233 -3.42746 -0.07 -0.06 -0.01
H 4.34438 0.92019 -3.39344 0.00 -0.01 0.01
H 5.51521 0.20504 -5.42946 0.01 0.01 -0.01
H 4.64789 -1.68417 -6.76739 0.01 0.00 -0.01
H 2.59879 -2.87002 -6.04503 0.00 -0.01 -0.01
H 1.42355 -2.15746 -3.99067 -0.02 0.00 0.01
H 1.75094 2.63672 -0.93599 -0.01 0.00 -0.02
H 3.28688 3.73412 0.64206 0.00 0.01 0.00
H 5.32810 2.56867 1.40422 0.01 0.00 0.01
H 5.81297 0.28177 0.59056 0.01 -0.01 0.00
H 4.28267 -0.81754 -0.98946 0.00 -0.01 -0.01
H -2.06657 2.53335 -4.59247 0.00 -0.02 0.01
H -2.65619 4.87673 -5.06438 -0.01 0.01 -0.01
H -2.25667 6.62786 -3.36714 0.00 0.01 0.00
H -1.27893 6.02303 -1.17568 0.00 0.01 0.00
H -0.70153 3.66530 -0.69547 0.00 -0.02 0.01
H -3.53057 0.47490 -2.04808 -0.02 0.02 0.04
H -4.98603 -0.91025 -3.47404 -0.01 0.00 0.01
H -4.07321 -1.97040 -5.51300 -0.01 -0.01 -0.01
H -1.70275 -1.62931 -6.12168 0.01 0.00 -0.01
H -0.25138 -0.21933 -4.70364 -0.01 -0.03 -0.01
C 0.95142 -4.13856 0.23604 -0.06 0.01 0.02
Si -0.33253 -4.19400 1.62514 0.07 0.04 -0.02
C -1.68111 -5.37569 1.06892 0.00 0.03 0.01
C 0.52093 -4.89833 3.14105 -0.01 0.01 -0.03
N -0.85274 -2.56905 1.91707 -0.01 -0.12 -0.01
C -1.40152 -2.16603 3.12553 -0.07 0.12 -0.05
C -1.18554 -0.86948 3.62289 -0.01 -0.04 -0.01
C -1.77566 -0.43870 4.79811 -0.03 -0.04 0.09
C -2.60442 -1.27541 5.53518 0.01 0.01 -0.01
C -2.82799 -2.56007 5.06119 0.00 -0.02 0.01
C -2.24713 -2.99512 3.88101 -0.01 -0.04 0.05
H 1.75923 -4.83362 0.47579 0.02 -0.04 0.00
H 1.42741 -3.15902 0.11166 0.04 0.01 0.01
H 0.54574 -4.42934 -0.73239 -0.01 0.00 -0.03
H -1.24988 -6.35972 0.86998 0.01 -0.03 -0.02
H -2.15349 -5.02660 0.14901 -0.02 0.02 -0.04
H -2.46751 -5.50364 1.81394 -0.01 -0.01 0.04
H 0.64693 -5.97844 3.03886 0.02 -0.03 0.00
H -0.02444 -4.70971 4.06500 -0.05 0.00 0.03
H 1.51319 -4.45439 3.24464 0.02 0.03 0.02
H -0.55047 -0.19630 3.05648 -0.01 -0.06 0.00
H -1.58258 0.56837 5.15403 -0.06 -0.04 0.03
H -3.06207 -0.93500 6.45395 -0.01 0.01 0.01
H -3.47420 -3.23465 5.60996 0.00 0.00 0.01
H -2.46920 -3.99208 3.52293 0.01 -0.03 -0.03
F -2.67747 -2.67570 -1.23878 -0.11 -0.09 0.00
B -1.38168 -2.34371 -1.24852 0.12 0.16 -0.05
F -0.72611 -2.81717 -2.31551 -0.01 -0.09 -0.07

***

191
Properties=species:S:1:pos:R:3:forces:R:3 method="wB97M-V/def2-TZVPD" e_tot_ha=-3188.7760 homo_ev=-8.72 de_lowest_ev=1.974 lumo_ev=0.40
C 1.23997 0.37830 4.24559 0.93 -0.60 0.08
C 0.75343 1.79051 4.03160 0.17 -0.90 1.11
C 1.88287 2.80433 3.72707 -1.39 -0.40 0.70
O 2.85456 2.75107 4.73793 1.98 1.59 -0.62
C 3.93730 3.70198 4.41710 0.23 -1.39 -0.77
N -0.26741 1.70129 3.00743 0.39 1.02 0.19
H 0.50867 -0.24834 4.75610 -0.24 0.15 -0.12
H 2.15501 0.31515 4.83449 -0.02 0.19 0.08
H 1.45968 -0.09676 3.28948 0.08 -0.04 -0.21
H 0.24913 2.01292 4.97196 0.15 0.74 0.12
H 1.42092 3.79143 3.74538 -0.06 0.37 -0.25
H 2.26765 2.63091 2.72209 0.39 -0.20 -0.19
H 4.81756 3.54644 5.04083 -0.69 0.30 0.89
H 3.67697 4.74083 4.21433 -0.65 0.14 1.03
H 4.41737 3.48663 3.46251 -0.41 -0.78 -0.66
H 0.27220 1.57759 2.16268 -0.34 -0.32 -0.62
H -0.61491 2.64594 2.92381 -0.69 0.19 -0.25
C 4.83159 -0.63543 3.94251 -0.86 -0.24 -0.25
C 5.42011 -0.82956 2.55282 -1.32 0.11 -0.80
C 4.32047 -1.29792 1.50185 1.62 -1.62 1.23
O 4.95828 -1.98395 0.40877 -0.51 0.83 -0.18
C 3.98467 -2.63710 -0.42323 0.73 0.59 0.88
N 5.95611 0.40735 2.07159 0.79 0.97 -0.94
H 5.60555 -0.37753 4.66540 -0.07 -0.08 0.03
H 4.24109 -1.49113 4.26993 0.35 -0.35 0.25
H 4.08726 0.15995 3.90456 0.20 0.35 0.03
H 6.22041 -1.56880 2.58661 -0.15 -0.27 -0.17
H 3.60401 -0.53332 1.20157 0.23 0.50 -0.27
H 3.73870 -2.04397 2.04318 -0.37 -0.22 0.09
H 3.22581 -1.91427 -0.72277 -0.30 -0.10 -0.02
H 3.57074 -3.43653 0.19131 -0.44 -0.26 -0.34
H 4.47351 -3.01919 -1.31943 0.10 -0.04 0.20
H 6.38908 0.99904 2.76623 0.03 -0.15 0.18
H 5.26606 0.96082 1.58415 0.05 -0.22 0.18
C -1.94931 -8.50230 2.07391 -0.51 1.15 -0.67
C -2.06476 -7.32571 3.05353 0.93 -1.23 -0.28
C -3.16085 -6.36320 2.65291 0.71 0.60 0.61
O -2.77964 -5.75136 1.44418 -0.41 0.20 -0.54
C -3.83024 -4.95849 0.86696 0.49 -0.69 0.29
N -2.17927 -7.89327 4.40228 -0.88 0.43 -0.12
H -2.90979 -9.01749 2.08632 0.17 -0.65 0.24
H -1.06455 -9.12623 2.20049 -0.33 -0.09 0.34
H -1.91836 -8.08499 1.06743 0.26 0.03 -0.14
H -1.12268 -6.77898 3.01276 0.07 0.20 0.03
H -3.15797 -5.55106 3.37991 -0.36 0.05 0.59
H -4.15096 -6.81858 2.67328 -0.21 -0.21 -0.45
H -3.39015 -4.23186 0.18400 -0.03 -0.34 -0.17
H -4.38313 -4.38582 1.61160 -0.02 -0.05 0.26
H -4.47351 -5.70063 0.39416 -0.41 0.50 -0.43
H -2.72911 -7.25129 4.95510 0.32 0.60 0.58
H -2.85148 -8.64477 4.34347 0.07 -0.68 -0.14
C 1.93854 6.90433 -2.06772 -1.23 0.37 -0.26
C 2.70275 5.61165 -2.13831 0.16 1.14 1.33
C 2.37728 4.78035 -3.34090 -0.25 -0.21 0.50
O 1.05208 4.29813 -3.23538 0.08 -0.17 -0.38
C 0.81865 3.36537 -4.28223 -0.25 0.00 0.78
N 4.10273 5.91688 -1.97141 0.79 -0.32 -0.62
H 2.14095 7.49875 -2.95866 0.01 0.02 -0.24
H 2.11659 7.57890 -1.23025 0.51 -0.47 0.21
H 0.86818 6.69932 -2.04716 -0.12 0.05 -0.17
H 2.52707 5.00446 -1.25030 -0.74 -0.22 0.08
H 3.09798 3.96523 -3.27546 0.08 -0.49 -0.51
H 2.49312 5.31680 -4.28266 0.22 0.20 -0.18
H 1.48141 2.51495 -4.12210 0.16 -0.19 -0.42
H 0.97235 3.83397 -5.25428 0.08 -0.12 -0.17
H -0.20395 2.99734 -4.19888 -0.04 0.17 -0.02
H 4.59292 5.03872 -2.06441 0.56 -0.17 0.33
H 4.45167 6.43711 -2.76368 -0.02 0.52 -0.22
C -4.20699 0.13187 -0.51193 -0.68 0.15 0.27
C -4.85782 -0.49114 0.73409 -0.59 0.37 -0.37
C -5.98389 -1.48388 0.36751 1.39 1.01 -0.39
O -5.37745 -2.42525 -0.49316 -0.44 -1.28 -0.66
C -6.30274 -3.45537 -0.83388 0.12 -0.04 0.14
N -3.90318 -1.22637 1.52769 -0.21 -0.63 -0.29
H -4.90395 0.79150 -1.02887 -0.12 0.20 -0.02
H -3.91895 -0.62486 -1.24165 0.33 -0.04 0.28
H -3.37158 0.73499 -0.15637 0.21 -0.07 -0.32
H -5.26197 0.30264 1.36231 -0.33 0.18 -0.11
H -6.74207 -1.00188 -0.24969 -0.60 0.18 0.64
H -6.28282 -1.96909 1.29664 -0.65 0.03 -0.03
H -7.27595 -3.07536 -1.14459 -0.07 0.41 -0.05
H -6.48929 -4.09575 0.02823 0.02 -0.16 0.17
H -5.93851 -4.07323 -1.65466 0.39 0.19 0.11
H -2.97780 -0.84865 1.38247 0.51 0.18 0.38
H -3.86652 -2.06803 0.97058 0.59 -0.78 0.35
C 1.26117 -3.23679 3.60316 0.68 0.52 -0.31
C -0.00928 -4.01172 3.52946 -0.55 -0.23 2.13
C -1.05894 -3.35276 4.52230 1.37 -0.93 -1.07
O -0.52093 -3.45257 5.83786 -0.62 0.08 -1.33
C -1.10982 -2.55989 6.73572 0.02 -0.19 0.73
N -0.53017 -4.02397 2.21474 -0.68 0.29 -1.27
H 2.03361 -3.72426 3.00836 0.17 -0.09 0.02
H 1.62765 -3.09527 4.61991 -0.08 -0.11 -0.05
H 1.09617 -2.25908 3.15041 0.07 0.19 0.07
H 0.21270 -5.04566 3.79366 -0.09 -0.17 0.91
H -2.05348 -3.78740 4.42194 -0.12 -0.52 0.28
H -1.20536 -2.34447 4.13499 0.26 0.59 0.44
H -2.19321 -2.64666 6.81841 -0.26 -0.25 -0.23
H -0.90047 -1.51805 6.49316 0.26 0.14 0.03
H -0.69536 -2.86252 7.69735 0.00 0.50 0.15
H -1.31184 -4.66221 2.17285 -0.34 0.07 -0.29
H 0.14022 -4.41492 1.56833 0.30 0.01 -0.12
C -0.64828 -2.11958 -0.86121 0.57 0.98 -0.06
C -0.03521 -1.10088 0.19387 -0.93 -0.20 0.08
C 0.10688 0.31452 -0.43042 0.31 -0.73 0.52
O 0.73280 1.26770 0.44225 0.88 -0.46 -1.24
C 0.93906 2.54169 -0.19015 -0.95 0.13 0.79
N -0.85676 -1.11229 1.41599 -0.46 0.39 -0.23
H -1.50722 -1.74559 -1.41839 -0.64 0.35 0.76
H -0.89513 -3.08489 -0.41924 0.01 0.24 0.21
H -0.02325 -2.29359 -1.73708 0.87 -0.18 0.33
H 0.87904 -1.50942 0.62439 1.05 0.23 -1.26
H -0.86001 0.73402 -0.70836 -0.34 -0.27 -0.12
H 0.70330 0.15986 -1.32958 0.16 0.34 -0.25
H 1.37446 2.57863 -1.18873 0.32 -0.63 0.03
H 1.50963 3.15012 0.51154 0.24 -0.10 -0.11
H -0.02985 3.03283 -0.28005 -0.24 0.16 -0.13
H -0.60078 -1.98296 1.85927 -0.71 -0.68 -0.01
H -0.49484 -0.44956 2.08674 -0.07 0.77 -0.07
C -1.01282 5.69106 2.97742 -0.80 1.57 -0.91
C -0.92547 6.47722 1.61035 -0.21 -1.47 0.74
C 0.50593 6.88190 1.30437 -0.35 0.16 0.24
O -1.40566 5.69196 0.50788 0.22 -0.63 0.07
H -0.47691 4.74240 3.00824 0.30 0.42 0.07
H -2.04229 5.53714 3.30082 -0.33 -0.43 -0.52
H -0.74824 6.46307 3.69998 0.88 -0.46 0.37
H -1.63336 7.30494 1.65346 0.43 0.52 0.37
H 1.14071 6.03694 1.03753 -0.26 -0.26 -0.09
H 0.92778 7.28216 2.22629 0.11 0.42 -0.20
H 0.53435 7.59663 0.48190 0.11 0.07 0.19
H -2.18047 5.21240 0.81002 -0.14 -0.20 0.09
C -3.36380 7.45979 -3.51233 -0.07 -0.61 0.37
C -2.93687 6.54017 -2.35170 0.29 -0.94 -2.05
C -1.75521 5.63026 -2.71740 -0.56 -0.02 -0.86
O -2.49700 7.31722 -1.34600 0.26 2.28 2.15
H -2.62962 8.24400 -3.69693 0.20 -0.10 0.23
H -4.30102 7.94186 -3.23426 -0.07 0.01 -0.24
H -3.46307 6.89334 -4.43828 -0.28 -0.01 0.00
H -3.78370 5.96363 -1.97945 -0.46 -0.40 -0.40
H -1.21509 5.19425 -1.87700 -0.33 0.07 0.17
H -1.04201 6.27046 -3.23662 0.12 -0.23 -0.22
H -2.09971 4.82097 -3.36118 0.24 -0.09 -0.27
H -2.24003 6.67538 -0.67996 0.60 0.31 0.71
C 5.03574 3.18931 0.20243 -0.38 -0.38 -0.30
C 5.66225 2.52891 -1.00416 -0.63 -0.66 -1.80
C 4.70432 1.54898 -1.80133 0.42 0.20 2.26
O 5.96219 3.58486 -1.91136 0.66 0.42 -0.06
H 4.74862 2.45332 0.95341 -0.23 0.23 -0.14
H 4.15056 3.68022 -0.20200 -0.23 0.16 0.41
H 5.66002 3.94194 0.68403 0.19 -0.10 -0.25
H 6.57324 1.97086 -0.78783 0.10 0.03 0.34
H 4.68095 0.67932 -1.14464 -0.29 -0.52 -0.24
H 5.02868 1.22884 -2.79148 0.35 0.30 0.13
H 3.68551 1.93297 -1.85335 0.04 0.24 -0.09
H 6.46483 3.17669 -2.62011 0.05 0.20 -0.23
C -0.80637 -5.38324 -2.55461 0.91 0.03 0.37
C -2.23243 -5.87771 -2.38981 1.56 1.40 -0.40
C -3.18356 -4.76226 -2.75619 -1.42 -0.17 -0.27
O -2.46589 -6.83805 -3.34747 -0.75 -1.84 -1.35
H -0.54984 -4.75077 -1.70475 0.21 0.17 -0.17
H -0.60120 -4.87320 -3.49582 -0.58 0.40 0.01
H -0.06668 -6.18171 -2.61288 -0.14 -0.43 0.48
H -2.31038 -6.32597 -1.39931 -0.53 0.44 0.35
H -3.09256 -4.44133 -3.79389 1.02 0.02 -0.05
H -3.23329 -3.86449 -2.14002 0.08 -0.24 0.25
H -4.15763 -5.23332 -2.88802 -0.48 0.13 0.83
H -2.16762 -7.69670 -3.03867 0.09 -0.01 -0.05
C -2.75730 -1.89084 -5.24905 -1.48 0.39 0.90
C -2.47293 -0.41088 -5.19981 -0.60 0.28 1.69
C -2.62535 0.24109 -3.81674 -0.26 -0.91 0.91
O -1.13180 -0.19588 -5.56333 0.00 0.85 -1.34
H -3.76342 -1.96123 -4.83570 -0.38 -0.33 -0.09
H -2.17166 -2.47143 -4.53628 0.52 -0.01 -0.48
H -2.82404 -2.26272 -6.27147 0.50 -0.19 0.16
H -3.20323 0.09509 -5.83130 0.34 0.14 -0.61
H -2.35328 1.29039 -3.70252 0.19 0.00 -0.67
H -2.00600 -0.31440 -3.11253 0.35 -0.01 0.06
H -3.61425 0.15651 -3.36615 -0.30 -0.11 -0.43
H -1.21908 0.19306 -6.43666 0.74 0.12 -0.24
C 1.73528 -2.66559 -4.12757 0.88 0.26 0.34
C 1.59171 -1.15366 -4.08876 0.00 0.36 0.19
C 2.75979 -0.42243 -3.45575 0.62 -0.27 0.15
O 1.46565 -0.71755 -5.40965 0.18 0.51 -0.80
H 2.26513 -2.98769 -3.23112 -0.33 -0.45 0.21
H 2.41194 -2.85270 -4.96137 0.02 -0.16 -0.06
H 0.81474 -3.21916 -4.31271 -0.03 0.16 0.22
H 0.71170 -0.82063 -3.53851 -0.41 -0.22 0.19
H 2.74661 -0.50630 -2.36906 0.00 -0.12 0.05
H 2.80810 0.64079 -3.69100 -0.51 -0.03 -0.15
H 3.71340 -0.81766 -3.80575 0.11 -0.23 -0.02
H 0.51835 -0.67223 -5.55858 -0.21 0.06 -0.30

***

11
Properties=species:S:1:pos:R:3:forces:R:3 method="wB97M-V/def2-TZVPD" e_tot_ha=-231.0801 homo_ev="-7.80 / -7.73" de_lowest_ev=3.907 lumo_ev="0.61 / 0.62"
C 0.81147 0.70218 -1.64493 -1.29 -0.01 0.12
C 1.04242 1.04159 -0.41756 -1.58 -1.81 3.21
C -0.26587 -0.06162 1.44279 2.70 2.42 -0.14
C -1.00785 -1.11781 0.77023 1.43 2.78 -0.13
O -0.02561 0.34954 2.52174 -0.77 -0.82 -1.36
H 1.08749 1.32942 -2.43720 1.00 0.62 -1.35
H 0.03178 0.00489 -1.89277 -0.12 -0.56 -0.11
H 1.69620 1.76091 0.01423 0.38 0.57 0.09
H -1.51506 -0.65250 -0.00043 -1.35 0.89 -1.63
H -0.27433 -1.65447 0.31257 2.14 -1.80 -1.41
H -1.58065 -1.70213 1.33134 -2.55 -2.29 2.69